Density functional theory data (the ωB97M-V functional and the def2-TZVPD basis) for a cluster of 20 separate species, C78H209N13O33 in total.

Calculated values
- calculated total energy (eV) = -171190.2607

The geometry in XYZ format:
```
333
C78H209N13O33, DFT the ωB97M-V functional and the def2-TZVPD basis
O 15.18 36.66 20.50
H 27.95 29.78 19.03
C 17.25 23.74 21.19
C 13.73 22.24 21.16
C 16.08 19.51 28.88
H 21.66 26.15 24.73
C 27.80 32.67 24.80
C 21.65 25.65 21.78
H 19.90 25.94 24.89
C 23.27 35.13 14.19
O 24.62 31.17 19.57
H 14.84 36.91 22.91
H 14.46 39.23 23.98
H 12.05 31.47 14.34
C 13.44 21.72 19.67
H 28.94 28.79 22.81
H 19.13 42.81 18.99
H 21.86 27.64 18.47
C 22.86 38.48 12.20
H 11.76 35.60 24.80
H 20.70 19.24 19.60
C 14.62 38.22 24.36
H 25.01 29.77 24.43
H 19.86 21.58 19.62
H 20.73 42.10 19.01
C 16.08 36.32 24.36
H 22.56 26.17 22.09
C 28.16 30.91 20.90
H 21.06 34.50 20.21
H 22.62 36.57 19.22
C 16.38 17.58 30.28
C 23.31 34.49 27.99
C 19.01 29.91 25.09
H 24.05 35.31 14.93
H 23.45 34.62 24.40
H 17.82 36.37 23.25
H 21.22 29.11 30.03
H 28.88 32.56 24.86
H 25.63 25.74 22.06
H 18.11 26.11 20.14
H 19.73 35.06 23.88
H 19.63 20.40 26.07
H 19.00 33.58 23.33
H 19.95 42.73 17.52
C 20.31 33.75 20.49
H 27.41 31.69 20.83
C 19.80 42.16 18.44
C 21.56 21.23 21.49
H 22.38 33.61 15.36
C 25.63 31.76 25.09
C 20.13 29.12 30.04
H 16.55 30.35 26.07
H 17.41 38.45 20.69
H 24.19 37.02 24.85
C 25.58 26.70 22.56
C 12.26 31.33 15.41
H 26.16 34.16 21.59
C 10.59 32.84 16.13
C 19.03 17.14 19.57
H 20.99 24.86 25.73
O 20.47 26.31 22.38
H 20.06 33.14 19.62
H 26.27 29.35 21.38
H 15.38 19.99 29.57
H 19.37 19.58 18.50
H 14.39 21.38 19.26
H 28.44 28.84 20.40
H 17.57 33.84 18.49
H 13.25 24.48 19.51
H 29.50 30.02 23.76
H 25.29 34.49 26.16
H 18.97 29.34 24.17
H 21.59 25.59 20.70
H 19.56 33.78 25.06
H 16.34 21.25 27.76
H 22.81 32.72 21.09
H 18.95 22.66 23.48
H 19.93 27.68 33.72
O 20.11 20.94 21.53
N 25.15 29.77 26.49
N 19.64 28.51 28.77
H 15.54 14.96 20.39
H 16.15 21.85 20.67
C 18.22 38.84 18.97
H 20.66 34.10 17.10
C 24.39 28.46 26.62
H 23.53 39.00 11.51
C 23.08 36.01 22.83
H 25.50 32.28 24.14
H 15.69 30.32 18.84
C 22.06 34.53 14.86
C 13.80 33.03 25.59
H 14.27 31.94 15.02
C 29.25 29.83 22.71
O 22.49 39.38 13.22
C 13.35 23.85 18.63
C 19.61 28.48 31.37
H 21.99 21.24 22.49
H 22.63 30.00 18.67
H 15.41 35.58 24.80
O 13.30 36.64 25.62
H 24.17 26.69 20.16
C 19.63 19.44 19.55
C 19.09 40.07 19.44
O 18.62 31.33 22.29
H 27.49 33.58 25.33
C 27.79 29.66 20.10
C 15.81 30.73 16.73
H 17.58 16.31 21.09
H 24.61 37.24 22.01
H 18.10 36.18 19.05
H 20.22 27.31 20.63
O 16.96 18.54 29.45
H 18.67 29.27 25.91
C 18.40 22.26 25.96
H 22.17 28.31 21.98
H 14.99 38.54 25.33
H 29.11 31.28 20.51
C 21.93 32.08 20.99
H 21.91 31.84 19.93
C 12.05 35.96 25.79
O 28.27 30.70 22.26
C 18.38 25.19 19.62
C 22.07 40.69 12.71
H 15.78 37.73 18.79
H 20.76 31.15 24.71
H 24.05 35.87 21.03
H 12.86 24.47 17.88
H 20.96 28.82 23.20
H 18.64 28.99 33.87
H 16.09 32.62 24.24
O 16.41 32.18 18.62
O 25.44 33.55 21.73
H 16.08 14.27 18.98
H 16.54 36.74 25.25
H 24.55 26.83 27.95
H 24.27 37.54 13.61
H 17.24 39.27 18.76
H 20.11 21.56 24.06
N 22.71 36.23 13.46
H 16.42 32.79 25.99
H 27.67 32.91 23.75
H 17.54 21.06 28.97
H 20.24 29.06 34.54
H 16.18 22.19 22.40
O 27.03 31.56 25.26
H 20.46 37.06 21.32
C 16.05 32.12 25.21
H 25.34 36.07 26.90
H 20.02 39.81 19.93
C 17.22 35.59 23.71
H 19.01 32.15 21.97
C 19.67 26.50 27.32
C 20.21 27.58 21.69
H 16.96 24.62 21.76
H 22.58 36.86 23.29
H 13.26 37.05 21.34
H 12.84 37.35 23.61
O 24.63 27.62 22.00
H 18.26 15.23 19.98
H 22.43 30.89 26.97
O 20.35 30.95 26.75
O 11.99 32.58 16.07
H 22.18 36.69 14.19
H 19.64 34.84 15.90
H 12.78 22.50 21.61
C 13.80 36.80 20.42
C 23.73 36.67 21.70
H 18.37 32.25 18.38
H 30.17 29.93 22.15
H 23.31 28.60 26.53
H 21.69 32.46 26.69
H 20.07 27.50 31.45
N 20.98 29.97 21.46
H 22.09 20.47 20.92
H 19.46 21.30 27.59
C 15.92 36.78 19.31
H 11.64 30.48 15.72
H 17.12 16.85 30.61
H 18.52 28.44 31.37
C 17.83 16.23 20.03
H 23.61 28.77 31.05
C 13.75 31.08 15.47
C 17.50 32.83 18.09
H 15.50 17.06 29.89
C 19.92 27.09 28.76
H 25.87 28.20 18.84
H 18.47 31.48 23.22
H 18.51 31.42 25.97
H 16.52 30.10 24.33
N 23.94 35.28 23.80
H 13.60 33.47 24.61
H 13.97 31.82 17.27
H 23.84 37.88 19.44
O 19.77 37.16 21.98
C 19.46 20.78 20.24
H 25.24 28.67 30.57
C 20.48 30.36 25.41
H 16.14 17.99 31.26
H 22.44 35.24 22.40
H 25.12 32.44 25.77
H 22.87 41.19 12.16
H 15.42 18.98 28.19
H 25.00 26.53 23.47
H 21.43 31.76 28.22
H 18.33 25.51 18.57
H 19.32 26.48 29.44
O 21.67 26.70 18.40
H 20.98 26.87 28.89
H 22.05 31.22 22.91
C 19.68 28.74 33.65
H 23.80 33.51 27.95
C 15.71 15.23 19.35
C 16.39 30.80 18.16
O 19.21 40.89 18.25
H 15.65 35.90 18.73
C 20.47 35.04 16.58
H 19.42 34.31 20.76
N 17.80 20.01 27.03
O 21.55 35.47 15.80
H 17.45 35.96 20.55
H 12.86 20.80 19.62
H 23.89 28.41 20.29
H 23.77 34.48 13.48
H 18.69 18.39 21.13
C 24.76 35.44 26.22
H 12.59 38.46 24.79
H 21.85 22.22 21.15
C 13.24 37.61 24.59
H 25.19 30.40 19.53
O 23.44 35.06 26.66
H 24.07 27.27 30.72
H 17.50 30.06 21.34
H 22.50 26.31 18.13
H 18.39 20.96 20.35
O 23.82 28.54 29.00
H 24.28 36.67 12.17
H 25.71 36.24 24.53
C 21.17 28.70 22.14
H 21.81 41.46 13.43
H 16.85 35.05 22.84
H 25.06 31.76 20.17
O 17.47 24.11 19.83
H 21.23 40.55 12.04
N 14.32 30.99 16.81
H 20.08 35.76 17.30
N 14.76 23.25 21.29
H 14.42 23.74 18.44
H 18.78 26.94 26.85
H 24.94 33.92 22.45
C 24.62 27.91 28.04
C 19.09 34.25 24.19
C 17.38 36.66 19.72
H 14.79 15.59 18.90
C 16.80 30.80 25.11
N 18.75 18.41 20.13
H 14.70 23.74 20.41
C 18.93 20.97 26.70
H 16.05 29.81 16.20
O 16.98 29.26 21.40
H 12.83 32.80 26.04
H 18.76 38.28 18.21
O 22.73 37.39 21.05
H 13.51 37.47 19.62
H 14.11 21.40 21.75
N 18.22 31.12 25.05
H 21.10 29.47 25.35
N 18.03 37.92 20.09
H 10.17 33.07 15.15
C 22.83 37.54 19.65
C 24.83 30.45 25.26
H 26.56 27.13 22.76
H 19.00 37.45 21.49
H 11.26 36.64 26.13
O 20.77 26.86 26.47
O 20.86 32.93 21.46
C 25.98 27.97 19.90
C 23.59 37.22 12.81
H 20.04 16.77 19.77
C 24.25 28.27 30.33
H 13.98 30.20 14.87
H 17.65 22.17 25.18
H 13.30 35.91 20.04
O 22.02 29.26 18.75
C 20.86 25.89 25.41
O 20.18 29.27 32.41
H 25.68 28.08 28.26
H 16.08 29.56 21.51
O 14.60 31.85 25.42
H 19.36 24.78 19.87
H 22.24 34.37 28.11
O 16.69 16.25 19.14
H 19.18 27.82 21.98
H 14.29 33.81 26.18
H 22.20 38.27 19.14
H 12.12 35.12 26.48
N 26.42 29.26 20.39
C 24.58 27.61 20.58
H 16.24 31.49 16.08
H 20.01 30.21 30.00
C 17.02 20.51 28.19
H 10.06 32.02 16.61
H 18.26 23.38 21.37
H 21.53 29.43 19.55
H 20.08 30.33 21.74
H 18.46 40.58 20.17
C 21.54 31.49 27.17
H 23.69 35.07 28.82
C 16.11 22.64 21.41
C 21.98 30.93 21.86
O 19.59 22.88 25.46
H 20.09 29.01 28.02
H 25.01 30.33 27.31
O 17.90 34.79 24.75
H 24.57 27.75 25.82
H 18.80 17.24 18.51
H 17.45 32.94 17.00
H 18.03 22.97 26.70
H 26.73 27.21 20.13
H 19.43 25.45 27.46
H 21.63 24.59 22.04
H 23.77 30.70 25.21
N 15.50 37.38 23.52
C 19.83 22.61 24.11
O 12.78 22.57 18.69
H 22.94 30.45 21.65
H 10.25 33.71 16.68
H 21.98 38.13 11.67
C 24.67 36.05 24.79
H 20.58 23.33 23.76
H 18.09 19.07 27.25
H 21.31 34.23 14.13
H 17.30 30.20 18.19
```

=====

Density functional theory data (the ωB97M-V functional and the def2-TZVPD basis) for a structure of composition C24H29BaN8OS3.

Calculated values
- relative energy (zero: lowest compared OMol25 entry of this formula, charge and spin) (kJ/mol) = 62.8
- total charge = +1

The geometry in XYZ format:
```
66
C24H29BaN8OS3, DFT the ωB97M-V functional and the def2-TZVPD basis
H 4.73 1.12 0.16
H -1.03 -4.45 2.67
H 2.73 0.54 -1.21
C 2.23 1.80 0.99
H 2.29 -2.36 -1.56
C -1.34 -0.45 -1.76
C 2.29 -0.65 0.36
H 5.76 -1.63 -2.82
H 5.09 -0.98 -1.33
N 2.45 -0.39 -0.94
H -1.05 0.60 -1.69
C -3.07 3.61 1.71
H 4.82 -2.67 -1.74
S -1.59 -1.31 4.37
C 3.29 4.20 -1.69
Ba -1.52 0.31 1.77
O 1.44 2.41 1.68
C -0.89 -4.75 0.37
C -2.21 -2.28 -2.98
N -1.16 -1.18 -0.67
C 2.53 3.57 -0.72
C 2.38 -1.37 -2.02
N -1.22 -3.83 4.99
H 2.12 0.16 2.17
H -1.31 -3.50 5.93
H 1.55 3.93 -0.45
N -1.40 -2.71 1.63
H -7.25 4.19 2.31
H -0.06 -5.00 1.04
H -7.36 3.88 0.58
H 5.16 4.24 -2.74
H -2.12 4.09 1.89
C -4.23 4.34 1.68
C 4.56 3.73 -1.99
S 1.88 -2.12 1.03
C -1.48 -2.48 -0.72
H -6.62 5.39 1.18
C 4.90 -1.66 -2.16
C 3.04 2.44 -0.07
H -1.99 -0.30 -3.80
C -6.74 4.33 1.36
C -1.34 -2.93 4.00
C -1.86 -0.94 -2.95
H -1.14 -4.82 4.83
N -1.24 -3.46 2.76
C -4.24 1.66 1.30
H -2.64 -2.71 -3.88
H 3.47 -1.96 -3.75
C 3.62 -1.29 -2.90
C -5.41 3.63 1.42
S -4.23 -0.06 1.12
C 5.08 2.63 -1.33
H 2.89 5.07 -2.20
N 2.42 0.43 1.24
N -5.41 2.32 1.23
C 4.32 1.98 -0.37
N -3.05 2.28 1.52
H -2.28 -4.11 -1.86
H 6.08 2.27 -1.56
H -1.74 -5.40 0.60
H 1.48 -1.19 -2.61
H -4.23 5.41 1.85
H 3.70 -0.28 -3.31
H -0.56 -4.97 -0.64
C -1.26 -3.30 0.51
C -2.01 -3.06 -1.86
```

=====

Density functional theory data (the ωB97M-V functional and the def2-TZVPD basis) for a cluster of 2 separate species, C3H3FO in total.

Calculated values
- relative energy (zero: lowest compared OMol25 entry of this formula, charge and spin) (kJ/mol) = 163.8
- SMILES string = C=C=C=O.F

The geometry in XYZ format:
```
8
C3H3FO, DFT the ωB97M-V functional and the def2-TZVPD basis
O 3.41 -0.61 0.17
F 1.00 2.47 0.00
C -0.20 -0.60 -0.13
H -0.74 0.26 -0.46
C 2.29 -0.60 -0.16
C 1.07 -0.81 -0.13
H -0.98 -1.40 0.18
H 1.12 1.61 -0.28
```

=====

Density functional theory data (the ωB97M-V functional and the def2-TZVPD basis) for the ion C8H10N3 with charge +1.

Calculated values
- relative energy (zero: lowest compared OMol25 entry of this formula, charge and spin) (kJ/mol) = 21.5
- total charge = +1
- SMILES string = N/[NH+]=C1/NCc2ccccc21

The geometry in XYZ format:
```
21
C8H10N3, DFT the ωB97M-V functional and the def2-TZVPD basis
H -2.28 -1.52 1.12
C 0.21 0.14 -0.16
C -0.42 2.45 -0.17
H -2.81 0.94 0.42
C -0.67 1.20 0.22
C 0.77 2.84 -0.82
C -1.82 0.70 0.93
C -0.34 -1.04 0.36
H 0.80 3.91 -1.11
H 1.08 -3.99 0.01
C 1.33 0.52 -0.89
N 1.12 -2.95 -0.04
H -0.65 -2.89 0.92
H 2.10 -0.17 -1.23
N -1.53 -0.74 1.00
H -1.22 3.18 -0.23
H 2.43 1.86 -1.94
H -1.69 1.16 1.97
C 1.55 1.80 -1.26
H 1.54 -2.58 -0.93
N -0.01 -2.33 0.38
```

=====

no.,maximum force (eV Å⁻¹)
1,3.60
2,2.07
3,3.84
4,3.42